C6H12O | ωB97M-V/def2-TZVPD

The geometry in XYZ format:
```
19
Properties=species:S:1:pos:R:3:forces:R:3:lowdin_charge:R:1
C -0.48087 -1.48735 -2.39211 -0.793 -0.448 -0.705 -0.130
O 0.18123 -0.83890 -1.36796 1.307 0.256 0.101 -0.164
C -0.64006 -0.41072 -0.33216 -1.056 -0.082 0.074 -0.207
C 0.10027 0.28167 0.75878 2.400 2.158 -0.744 -0.459
C 1.44792 -0.25926 1.13483 0.024 -1.837 0.423 -0.049
C 0.28926 1.80295 0.65642 -0.637 0.428 -0.557 -0.098
C -0.64117 1.19591 1.64710 -0.568 0.184 0.598 -0.101
H -1.22993 -0.84305 -2.87317 0.009 0.083 0.051 0.090
H -1.01101 -2.38931 -2.05485 0.040 0.030 0.166 0.090
H 0.22095 -1.80134 -3.16546 0.185 0.153 0.209 0.090
H -1.40148 0.27751 -0.72855 -0.094 0.039 0.039 0.133
H -1.18944 -1.27404 0.07232 0.001 -0.095 0.114 0.137
H 2.17870 -0.27986 0.31649 -0.532 0.106 -0.098 0.091
H 1.22050 -1.28628 1.38889 0.698 -0.742 0.349 0.076
H 1.98189 0.18766 1.97723 -0.604 0.266 0.060 0.088
H -0.12291 2.27828 -0.22047 -0.222 0.219 0.023 0.098
H 1.18322 2.29563 1.04343 -0.093 -0.539 -0.249 0.105
H -1.69891 1.31809 1.44955 -0.049 -0.102 0.100 0.105
H -0.37500 1.25194 2.69369 -0.016 -0.076 0.045 0.106
```
Positions in Å, forces in eV/Å.

## Properties
- SMILES = COCC1(C)CC1
- HOMO (eV) = -9.31
- LUMO (Eh) = 0.0384
- calculated total energy (eV) = -8462.38310
- total charge = 0
- M (u) = 100.2

=====

C34H78ClN7O3S2 | ωB97M-V/def2-TZVPD

The geometry in XYZ format:
```
125
Properties=species:S:1:pos:R:3:forces:R:3:lowdin_charge:R:1
N 4.67914 1.88351 2.81041 0.642 -0.491 -0.867 -0.022
C 4.30262 1.64332 1.36069 2.352 -0.281 -0.476 -0.259
N 2.86665 1.17407 1.28256 0.625 -0.431 -3.472 -0.076
C 1.94748 2.26684 0.77185 -1.263 0.782 0.143 -0.173
C 0.58102 2.20088 1.69549 -0.423 1.419 -0.568 -0.209
C -0.78965 2.03022 0.75653 0.799 -1.214 0.714 -0.448
S -2.02591 3.29000 1.48743 -0.862 -2.144 -0.707 0.759
C -3.68991 2.69220 0.78526 -0.351 0.195 -1.003 -0.950
S -3.90311 2.89412 -0.89308 0.175 -0.406 3.047 0.643
N -4.69870 2.12204 1.75832 0.784 0.812 -2.066 -0.217
C -6.11483 2.55561 1.45137 -0.620 -0.011 -1.279 -0.162
C -6.81157 1.44642 0.46523 -0.848 0.644 -0.265 -0.182
O -7.05124 0.18149 1.17702 1.441 1.115 0.481 -0.214
C -5.88546 -0.25190 1.96231 0.693 -0.979 -0.112 -0.159
C -4.51872 0.62072 1.72319 1.215 -1.367 0.995 -0.176
C 2.75207 -0.10674 0.48542 0.556 -5.904 4.074 -0.352
O 2.76845 -1.26654 1.16269 -0.044 7.410 -4.117 -0.079
O 2.67515 -0.18900 -0.98153 -0.006 0.680 3.339 -0.508
Cl 2.50817 -1.81161 -1.41813 -0.016 0.310 -0.426 0.731
H 5.64683 2.30162 2.86152 -1.450 -0.534 -0.288 0.079
H 4.76969 0.94507 3.26612 -0.257 1.108 -0.552 0.077
H 4.48968 2.62505 0.70911 -0.583 -2.029 1.587 0.126
H 5.07175 0.83859 0.93362 -2.010 1.400 0.496 0.145
H 1.68728 2.16025 -0.37762 0.556 0.073 2.326 0.123
H 2.42908 3.34756 0.89910 -0.788 -2.591 -0.133 0.136
H 0.64845 1.37914 2.52591 -0.078 1.543 -1.796 0.122
H 0.49553 3.25809 2.23611 0.190 -2.315 -0.996 0.094
H -1.17017 0.91766 0.94990 0.544 2.524 -0.653 0.082
H -0.57921 2.20560 -0.38126 -0.507 -0.218 2.243 0.083
H -6.08129 3.57820 0.88306 -0.021 -1.954 1.090 0.116
H -6.72616 2.73626 2.44800 1.273 -0.735 -2.042 0.144
H -6.20596 1.19127 -0.50481 -0.771 0.883 1.982 0.103
H -7.85789 1.87868 0.08701 2.138 -1.172 1.043 0.143
H -6.14351 -0.33902 3.11772 0.392 0.585 -2.422 0.138
H -5.64753 -1.36719 1.60888 -0.360 2.398 0.775 0.134
H -3.93081 0.29838 0.73923 -1.610 0.530 1.907 0.122
H -3.79311 0.35503 2.63303 -1.515 0.368 -1.987 0.130
C 1.00113 -3.38333 3.16065 -0.105 0.087 -0.120 -0.083
C -0.32934 -3.85719 3.73864 0.159 0.277 0.097 -0.268
N -1.17450 -2.76516 4.22731 -0.274 0.085 0.298 -0.183
C -2.28357 -3.21736 5.07208 0.259 0.018 0.127 -0.251
C -3.34258 -4.10568 4.42777 -0.298 -0.103 -0.018 -0.091
C -1.51252 -1.71981 3.25854 0.450 -0.002 0.049 -0.244
C -2.19267 -2.14768 1.96356 -0.193 0.058 -0.293 -0.085
H 1.53682 -2.74385 3.87039 -0.142 -0.039 -0.117 0.085
H 1.63908 -4.24614 2.94112 -0.109 0.074 -0.010 0.061
H 0.86417 -2.83121 2.22548 0.120 -0.025 0.140 0.053
H -0.08886 -4.52111 4.57861 -0.312 0.141 0.051 0.113
H -0.84763 -4.47098 2.99381 -0.012 -0.154 -0.130 0.092
H -2.77813 -2.34600 5.52130 0.164 0.016 -0.208 0.112
H -1.85886 -3.76439 5.92340 0.135 0.037 -0.157 0.109
H -3.98640 -3.54080 3.75076 0.059 -0.097 -0.028 0.051
H -3.98966 -4.52607 5.20428 0.053 0.023 -0.054 0.072
H -2.90457 -4.94506 3.88042 -0.022 0.106 0.025 0.068
H -0.58871 -1.18972 2.99479 0.024 -0.152 0.042 0.098
H -2.12940 -0.95430 3.74520 0.031 -0.255 0.188 0.104
H -1.68651 -2.98796 1.48042 -0.024 0.055 0.083 0.074
H -2.18202 -1.31303 1.25241 0.019 -0.100 0.052 0.049
H -3.23885 -2.41526 2.12176 0.069 -0.085 -0.059 0.048
C 1.87132 -8.50806 5.85366 -0.048 -0.120 0.008 -0.093
C 1.62004 -7.80975 4.52024 0.275 -0.186 -0.020 -0.273
N 2.32548 -8.42922 3.39586 0.195 0.127 -0.308 -0.190
C 2.36255 -7.58973 2.19501 0.183 0.087 0.203 -0.251
C 1.03272 -7.25949 1.52550 -0.169 0.053 -0.270 -0.092
C 2.05242 -9.84854 3.15818 0.181 -0.012 0.402 -0.250
C 0.60190 -10.26441 2.94437 -0.259 -0.255 -0.157 -0.091
H 2.94359 -8.60687 6.05395 -0.143 -0.010 -0.111 0.080
H 1.43197 -7.92238 6.66826 0.018 -0.073 -0.135 0.072
H 1.41596 -9.50299 5.88336 0.092 0.085 0.025 0.064
H 1.97408 -6.77735 4.63410 0.016 -0.102 -0.317 0.113
H 0.54076 -7.75194 4.34150 -0.181 0.049 0.064 0.097
H 3.02925 -8.04645 1.45165 -0.103 -0.127 0.219 0.112
H 2.84985 -6.64266 2.45950 -0.049 -0.106 0.163 0.103
H 0.61782 -8.12363 1.00295 -0.049 0.073 0.092 0.055
H 1.18503 -6.47752 0.77467 -0.008 -0.031 0.066 0.072
H 0.29017 -6.88678 2.23662 0.062 -0.057 -0.037 0.059
H 2.44377 -10.41710 4.01114 -0.049 0.161 -0.003 0.102
H 2.64946 -10.19950 2.30745 -0.020 0.323 0.046 0.115
H -0.06981 -9.85249 3.70253 0.077 0.010 -0.057 0.067
H 0.52271 -11.35657 3.00283 0.016 0.137 0.005 0.074
H 0.23538 -9.97291 1.95856 -0.057 0.040 0.129 0.054
C 2.20986 4.82295 -2.14408 0.031 -0.120 -0.029 -0.089
C 3.19989 5.83048 -2.72157 0.082 -0.079 0.285 -0.263
N 4.48445 5.85426 -2.01804 0.238 0.230 0.165 -0.189
C 5.30554 7.02497 -2.33963 -0.194 0.089 0.179 -0.253
C 5.78754 7.17299 -3.77890 0.220 0.082 -0.210 -0.093
C 5.20947 4.58372 -1.94311 -0.332 -0.028 0.161 -0.251
C 5.53099 3.87365 -3.25272 0.219 -0.267 -0.188 -0.084
H 2.07821 4.96891 -1.06658 0.089 0.014 -0.128 0.071
H 1.23153 4.94882 -2.62017 0.137 -0.021 0.023 0.065
H 2.52993 3.79136 -2.32164 -0.038 0.064 0.050 0.061
H 2.73051 6.81849 -2.63395 0.336 -0.006 0.008 0.120
H 3.32596 5.63844 -3.79273 -0.090 -0.034 -0.153 0.099
H 6.17541 7.05485 -1.67023 -0.162 -0.219 -0.040 0.112
H 4.72857 7.92296 -2.08451 -0.110 -0.182 0.000 0.109
H 6.57705 6.45727 -4.01626 -0.114 0.028 -0.056 0.055
H 6.21127 8.17216 -3.92219 -0.047 -0.073 0.015 0.072
H 4.97642 7.05722 -4.50325 0.075 -0.024 0.082 0.069
H 4.62409 3.89489 -1.32117 -0.101 0.093 -0.077 0.080
H 6.14041 4.72526 -1.38036 -0.149 0.272 -0.091 0.116
H 4.66324 3.79713 -3.91367 0.055 0.048 0.070 0.070
H 5.86602 2.85118 -3.04107 -0.054 0.118 -0.024 0.074
H 6.34005 4.36579 -3.79526 -0.140 -0.023 -0.037 0.055
C -3.17919 1.73734 -7.49410 -0.075 0.073 -0.078 -0.095
C -2.79065 2.40104 -6.17604 0.201 0.089 -0.233 -0.271
N -1.92343 3.56935 -6.34518 0.334 0.137 0.165 -0.191
C -1.28238 4.00649 -5.10174 0.089 -0.217 -0.105 -0.255
C -2.18761 4.50695 -3.98110 -0.026 0.199 0.207 -0.099
C -2.43906 4.64556 -7.19454 0.024 -0.331 -0.285 -0.251
C -3.78904 5.25100 -6.82894 -0.245 0.312 -0.011 -0.090
H -2.29464 1.50080 -8.09515 -0.095 0.112 0.104 0.079
H -3.70877 0.79936 -7.29571 0.043 0.151 0.006 0.072
H -3.84661 2.37095 -8.08675 0.097 -0.083 0.016 0.064
H -2.25437 1.64475 -5.58901 0.088 0.318 0.071 0.117
H -3.69882 2.64614 -5.61452 -0.162 -0.060 0.068 0.098
H -0.53827 4.78147 -5.32840 -0.185 -0.070 -0.181 0.109
H -0.69614 3.16560 -4.70985 -0.123 -0.068 -0.143 0.107
H -2.60127 5.49211 -4.20532 -0.056 -0.106 0.025 0.058
H -1.60649 4.60902 -3.05899 -0.073 -0.038 -0.033 0.060
H -3.01048 3.81767 -3.77183 0.088 0.080 -0.042 0.041
H -2.50753 4.26461 -8.22126 -0.003 -0.089 0.143 0.102
H -1.69654 5.45056 -7.25789 0.047 -0.225 0.229 0.114
H -4.55361 4.49193 -6.64202 0.093 0.031 0.007 0.068
H -4.14751 5.87198 -7.65862 0.047 -0.089 0.094 0.074
H -3.72117 5.90014 -5.95422 -0.086 -0.119 -0.013 0.054
```
Positions in Å, forces in eV/Å.

## Properties
- SMILES = NCN(CCCSC(=S)N1CCOCC1)C(=O)OCl.CCN(CC)CC.CCN(CC)CC.CCN(CC)CC.CCN(CC)CC
- HOMO (eV) = -8.07
- LUMO (Eh) = -0.0328
- calculated total energy (eV) = -87279.17327
- total charge = 0
- M (u) = 732.6

=====

C15H21AgBN9O2S2 | ωB97M-V/def2-TZVPD

The geometry in XYZ format:
```
51
Properties=species:S:1:pos:R:3:forces:R:3:lowdin_charge:R:1
Ag 0.85273 0.76789 -0.82642 0.281 0.073 -0.087 0.530
C 1.07378 -3.07777 -0.63278 0.109 -0.037 0.126 -0.064
N 1.33016 -2.57276 0.70190 -0.131 0.223 -0.100 -0.129
C 0.77940 -3.05821 1.87365 0.057 -0.096 -0.260 -0.078
C 1.25496 -2.28597 2.86865 0.164 0.286 0.104 -0.104
N 2.08640 -1.33053 2.32644 -0.042 0.049 -0.320 -0.019
B 2.87466 -0.27798 3.17703 0.068 -0.047 0.003 -0.517
N 2.62549 1.16064 2.65236 -0.021 0.021 0.036 -0.030
C 3.61733 2.07921 2.36955 -0.096 -0.259 -0.055 -0.102
C 3.03741 3.26297 2.08957 -0.256 0.068 0.041 -0.075
N 1.66781 3.06562 2.20113 0.117 0.013 0.019 -0.136
C 0.63829 4.06739 2.04781 0.066 -0.044 -0.069 -0.072
C 1.41697 1.76803 2.54303 0.179 0.126 0.024 -0.799
S -0.12948 1.11642 2.78107 0.115 0.068 0.061 0.514
C 2.11215 -1.48933 0.97809 0.199 -0.526 0.489 -0.748
S 3.04047 -0.64992 -0.20020 -0.559 0.173 0.284 0.527
H 0.43252 -3.95491 -0.54696 -0.010 0.014 0.014 0.078
H 2.01264 -3.35314 -1.11250 0.015 -0.001 0.005 0.075
H 0.59356 -2.32277 -1.24535 -0.104 0.180 -0.084 0.041
H 0.09741 -3.89097 1.88119 0.006 0.040 -0.021 0.101
H 1.05488 -2.31012 3.92652 0.014 0.058 -0.083 0.106
H 4.06856 -0.51622 3.09927 -0.060 0.125 0.000 0.061
H 2.46950 -0.35340 4.32495 0.011 -0.147 -0.092 0.061
H 4.65411 1.78740 2.33988 -0.103 -0.006 0.036 0.106
H 3.45822 4.20883 1.79209 -0.057 -0.060 -0.009 0.101
H 1.11695 5.02761 1.85925 0.004 -0.017 -0.043 0.080
H 0.04112 4.12275 2.95773 -0.026 -0.011 0.028 0.067
H -0.01286 3.80893 1.21625 -0.029 -0.004 -0.101 0.061
N 0.32836 -0.03397 -7.52944 0.175 -0.128 0.372 0.010
C 0.67824 -0.34400 -6.45749 -0.318 0.169 0.242 -0.484
N 1.14304 -0.78237 -5.31741 0.372 -0.176 -0.057 0.015
C 0.78252 -0.52185 -4.09622 -0.390 0.038 -0.291 -0.385
N 0.51019 -0.40563 -2.96514 0.067 -0.058 -0.467 0.066
O -1.52796 4.42526 -2.03628 0.663 -0.569 0.268 -0.087
C -0.66835 3.61415 -1.71607 -0.197 0.059 -0.061 -0.633
N 0.16149 2.82303 -1.40870 -0.430 0.425 0.031 -0.015
C -3.20985 -2.41808 0.08857 -0.010 0.083 -0.064 -0.055
N -3.41926 -1.30691 -0.82873 -0.002 0.010 0.034 -0.151
C -4.68427 -1.15628 -1.52740 0.141 0.022 0.047 -0.076
C -2.36621 -0.43054 -0.96256 0.070 -0.254 0.208 -0.489
C -2.52283 0.73769 -1.89438 0.079 0.032 0.056 0.000
O -1.34842 -0.63283 -0.31089 -0.223 0.094 -0.255 -0.028
H -4.13223 -2.99081 0.17945 -0.001 0.023 -0.024 0.071
H -2.90876 -2.05346 1.07120 0.015 0.010 0.005 0.089
H -2.41253 -3.07481 -0.26744 0.002 -0.001 -0.003 0.081
H -5.35657 -1.95170 -1.21305 0.005 -0.019 0.033 0.070
H -4.56898 -1.22945 -2.61141 0.005 -0.008 -0.003 0.084
H -5.16613 -0.20242 -1.29907 0.013 -0.004 -0.007 0.086
H -3.36242 0.65162 -2.58107 0.030 0.028 0.048 0.062
H -1.59611 0.83120 -2.45560 0.056 0.009 -0.038 0.045
H -2.61810 1.65247 -1.30408 -0.034 -0.046 -0.018 0.090
```
Positions in Å, forces in eV/Å.

## Properties
- HOMO (eV) = -1.94
- LUMO (Eh) = 0.1593
- calculated total energy (eV) = -59752.56816
- total charge = -2
- M (u) = 542.2

=====

C4H16NO2 | ωB97M-V/def2-TZVPD

The geometry in XYZ format:
```
23
Properties=species:S:1:pos:R:3:forces:R:3:mulliken_spin:R:1
C -0.85061 -1.60782 0.63623 -3.117 -1.137 1.389 0.145
C -1.18643 -0.38016 -0.11722 0.749 2.320 -0.820 0.094
N -0.00951 0.54397 -0.23338 0.833 0.538 -3.369 -0.007
C -0.51752 1.91619 -0.55377 -1.431 1.593 -0.323 0.006
C -1.51487 -0.78840 -1.63084 -0.820 -1.170 1.612 0.332
H -0.40292 -2.42128 0.16290 2.116 -1.186 -0.756 0.023
H -1.84519 -2.08693 0.70294 0.120 0.189 0.668 -0.007
H -0.49197 -1.44404 1.75253 -0.077 0.254 -1.898 0.117
H -2.11914 0.12611 0.23296 1.283 0.040 0.195 -0.010
H 0.72136 0.54292 0.48839 -0.337 0.241 1.548 0.011
H 0.72124 0.33271 -1.01964 -1.841 -0.574 1.177 0.001
H -0.67933 2.33097 0.43991 0.130 0.742 -0.297 0.001
H 0.16446 2.50328 -1.21136 -0.198 -0.534 0.922 0.000
H -1.56247 1.98669 -1.08290 1.984 -0.893 0.888 0.001
H -2.07380 -1.72781 -1.70148 0.027 -1.166 -0.599 0.077
H -0.63118 -0.89556 -2.21476 0.561 -0.086 -0.567 0.018
H -2.51165 -0.34864 -1.93711 0.361 0.768 0.383 0.136
H 1.87665 0.51401 2.81467 0.376 -3.116 3.836 0.000
H 1.97840 1.81760 2.38797 0.069 0.979 -0.603 -0.001
O 1.76828 0.94918 2.04015 -0.612 2.117 -3.203 0.011
H 2.85668 -0.83273 0.75246 0.584 -0.074 1.084 -0.002
H 3.56486 -0.31957 -0.53375 -0.352 -0.377 0.403 -0.002
O 2.74465 -0.71067 -0.17489 -0.406 0.532 -1.668 0.057
```
Positions in Å, forces in eV/Å.

## Properties
- multiplicity = 2
- HOMO (alpha / beta) (eV) = -19.10 / -18.65
- LUMO (alpha / beta) (Eh) = -0.2456 / -0.5616
- calculated total energy (eV) = -9969.58550
- total charge = +2
- M (u) = 110.2

=====

Look up the calculated total energy of the fourth one. -9969.58550 eV

=====

Which of these has the highest M? C34H78ClN7O3S2